# 1
Computed, not measured: a structure of composition C24H12F5FeN5O in a non-equilibrium geometry, with ωB97M-V/def2-TZVPD.

```
48
Properties=species:S:1:pos:R:3:forces:R:3:mulliken_spin:R:1
Fe 0.0024 -0.0899 -0.0099 0.0 -0.1 -1.0 2.868
C 3.6899 -1.6399 -0.7240 0.2 0.0 0.0 0.026
C 4.5783 -0.6716 -0.1892 0.1 -0.1 0.0 0.034
C 4.1181 0.5697 0.0879 -0.1 0.1 0.0 0.009
C 2.7434 0.9099 -0.1213 0.1 -0.1 -0.2 0.012
N 1.8765 -0.0657 -0.5588 0.3 -0.1 0.5 0.057
C 2.3906 -1.3037 -0.8753 -0.1 0.4 -0.1 0.015
N 2.3975 2.1764 0.0712 0.0 -0.1 0.1 0.051
C 1.1371 2.5672 -0.0009 -0.3 0.0 0.0 0.199
N 0.0014 1.7598 -0.0052 0.0 0.0 0.2 -0.025
C -1.1354 2.5657 -0.0022 0.3 0.0 0.0 0.198
N -2.3953 2.1731 0.0684 0.0 -0.1 0.1 0.052
C -2.7394 0.9061 -0.1249 -0.1 -0.1 -0.2 0.011
C -4.1140 0.5638 0.0821 0.1 0.1 0.0 0.009
C -4.5718 -0.6781 -0.1960 -0.1 -0.1 0.0 0.034
C -3.6814 -1.6450 -0.7298 -0.2 0.0 0.0 0.026
C -2.3824 -1.3068 -0.8795 0.1 0.4 -0.1 0.016
N -1.8707 -0.0680 -0.5617 -0.3 -0.1 0.5 0.057
C -0.6982 3.9275 -0.0156 -0.3 0.1 0.0 0.075
C -1.4218 5.1269 -0.0410 0.0 0.0 0.0 0.014
C -0.7095 6.3014 -0.0649 0.1 0.0 0.0 0.031
C 0.7065 6.3023 -0.0640 -0.1 0.0 0.0 0.030
C 1.4203 5.1287 -0.0392 0.0 0.0 0.0 0.015
C 0.6982 3.9285 -0.0146 0.3 0.1 0.0 0.075
H 4.0280 -2.6226 -1.0201 0.0 0.0 0.0 0.002
H 5.6192 -0.9189 -0.0210 0.0 0.0 0.0 0.001
H 4.7553 1.3555 0.4700 0.0 0.0 0.0 0.002
H 1.6944 -1.9996 -1.3064 -0.1 -0.1 0.0 0.002
H -4.7529 1.3485 0.4635 0.0 0.0 0.0 0.002
H -5.6126 -0.9270 -0.0293 0.0 0.0 0.0 0.001
H -4.0176 -2.6281 -1.0266 0.0 0.0 0.0 0.002
H -1.6844 -2.0014 -1.3099 0.1 0.0 0.0 0.002
H -2.5044 5.1161 -0.0380 0.0 0.0 0.0 0.004
H -1.2362 7.2472 -0.0848 0.0 0.0 0.0 0.003
H 1.2320 7.2488 -0.0833 0.0 0.0 0.0 0.003
H 2.5030 5.1192 -0.0348 0.0 0.0 0.0 0.004
F -0.0124 -7.2046 0.8173 0.0 -0.1 0.0 0.001
C -0.0088 -5.8734 0.7766 0.0 -0.1 0.0 0.014
C -0.0200 -5.2098 -0.4315 0.0 0.0 0.0 -0.007
F -0.0349 -5.8969 -1.5728 0.0 0.0 0.0 0.000
C -0.0161 -3.8279 -0.4585 0.0 0.0 0.0 0.030
F -0.0292 -3.2325 -1.6684 0.0 0.1 -0.1 0.000
C -0.0009 -3.0564 0.7033 0.0 0.6 0.0 -0.011
O 0.0030 -1.7318 0.7406 0.0 -0.4 0.0 0.050
C 0.0094 -3.7578 1.9061 0.0 -0.2 0.2 0.008
F 0.0235 -3.0809 3.0531 0.0 0.0 0.0 0.003
C 0.0058 -5.1379 1.9458 0.0 0.1 0.1 -0.007
F 0.0163 -5.7661 3.1175 0.0 -0.1 0.1 -0.001
```
Positions in Å, forces in eV/Å.

Expectation value of S²: 6.068
Calculated total energy, Ha: -3033.8238
Multiplicity: 5
Charge: 0



# 2
Computed, not measured: a cluster of 2 separate species, C4H6N4 in total in a non-equilibrium geometry, with ωB97M-V/def2-TZVPD.

```
14
Properties=species:S:1:pos:R:3:forces:R:3:mulliken_charge:R:1
C -3.4000 1.3963 -0.0687 -0.4 2.5 -0.7 0.062
C -1.1699 -1.0249 -0.1438 1.4 -0.4 0.5 0.527
C 1.4492 -0.7119 0.9743 -0.5 -1.4 0.2 -1.052
C 1.9292 0.4329 -0.9751 0.5 -0.7 0.5 -0.274
N -3.4336 2.5477 0.0108 0.2 -1.0 0.6 -0.378
N -2.0827 -1.6067 0.2430 -1.2 -0.6 0.5 -0.544
N -0.2221 -0.3058 -0.6471 -0.4 1.2 -2.7 -0.823
N 1.0429 -0.2926 -0.3648 -0.2 1.2 1.3 0.570
H 1.9096 0.1106 1.4187 0.1 1.6 1.1 0.342
H 0.5682 -1.0735 1.5351 0.8 0.0 -0.3 0.351
H 2.2833 -1.3778 0.8735 -0.1 -1.1 0.1 0.391
H -3.4884 0.4786 -0.5514 0.1 -1.5 0.1 0.290
H 2.8163 0.5773 -0.3565 0.0 0.0 -0.9 0.220
H 1.7981 0.8499 -1.9481 -0.4 0.2 -0.2 0.315
```
Positions in Å, forces in eV/Å.

Calculated total energy, Ha: -374.8905
Multiplicity: 1
Charge: 0



# 3
Computed, not measured: a cluster of 2 separate species, C12H17N in total in a non-equilibrium geometry, with ωB97M-V/def2-TZVPD.

```
30
Properties=species:S:1:pos:R:3:forces:R:3:mulliken_charge:R:1
C 1.4054 -1.8102 -1.8579 -1.5 -1.4 -0.1 -1.113
C 0.3913 -1.6546 -0.7119 -2.2 0.7 0.3 0.735
C -1.0577 -1.5619 -0.6112 3.1 0.2 1.1 -1.013
N -1.4632 -1.4378 0.7362 3.1 0.2 0.4 -0.059
C -0.2329 -1.3777 1.4824 -1.8 -0.4 0.5 0.082
C -0.1264 -1.2494 2.8945 2.5 0.8 -0.3 -0.740
C 1.1567 -1.0956 3.4074 1.0 -2.8 -8.2 -0.718
C 2.3590 -1.3872 2.5061 -1.6 1.6 2.7 -0.598
C 2.1706 -1.4927 1.1694 1.1 -1.2 -1.9 -0.365
C 0.8865 -1.5329 0.6336 -2.6 0.5 0.5 0.883
H 1.3130 -1.1041 -2.7008 0.5 0.3 0.8 0.260
H 1.1421 -2.7521 -2.3747 0.3 0.1 0.3 0.295
H 2.4141 -1.9703 -1.4102 -0.7 0.6 -0.8 0.276
H -1.7756 -1.4472 -1.3710 -0.6 -0.1 -0.8 0.447
H -2.2992 -1.0357 1.1811 0.6 -0.5 -1.1 0.293
H -0.8569 -1.1575 3.6543 -1.4 0.1 0.0 0.381
H 1.3640 -0.9002 4.3291 0.9 1.0 5.6 0.598
H 3.3356 -1.3722 3.0292 -0.6 0.0 -0.7 0.327
H 2.9137 -1.7010 0.3379 -0.1 0.4 1.9 0.032
C -0.0372 2.9460 -1.2262 3.0 1.1 0.5 -1.118
C -1.1037 1.9342 -1.4649 0.8 -2.2 0.7 0.599
C -2.4471 2.6297 -1.3107 -2.0 -2.2 0.6 -1.320
H 0.4418 2.8336 -0.1633 -1.2 0.8 -1.8 0.255
H -0.4027 3.9615 -1.4828 0.2 -0.3 0.8 0.294
H 0.8545 2.8840 -1.9117 -0.7 -0.4 0.5 0.308
H -0.9288 1.4339 -2.4449 -0.6 0.4 0.5 0.225
H -0.8548 1.0589 -0.6780 -1.3 1.8 -1.7 -0.281
H -2.5023 3.1042 -0.3441 0.2 0.3 0.4 0.363
H -2.7564 3.3812 -2.0350 0.6 -0.1 -0.4 0.370
H -3.3034 1.8730 -1.2620 1.0 0.8 -0.3 0.301
```
Positions in Å, forces in eV/Å.

Calculated total energy, Ha: -522.1261
Multiplicity: 1
Charge: 0



# 4
Computed, not measured: a cluster of 3 separate species, C4H6O2 in total in a non-equilibrium geometry, with ωB97M-V/def2-TZVPD.

```
12
Properties=species:S:1:pos:R:3:forces:R:3:mulliken_charge:R:1
O 0.1230 1.2648 -1.5270 0.0 0.1 0.1 -0.466
C -0.5151 0.5052 -0.6310 -0.5 -0.3 0.0 0.273
C -1.2813 -0.5174 -0.4601 0.0 0.3 -0.3 -0.495
C -1.0490 0.3654 0.7558 0.0 0.2 0.3 -0.457
C 2.0936 0.1264 0.6192 0.9 0.9 -0.7 0.163
O 2.5933 0.8094 -0.1399 -0.5 -0.7 0.9 -0.228
H 0.7770 1.8218 -1.0858 -0.2 0.0 0.0 0.334
H 0.3720 -2.0559 0.1412 0.2 -0.2 0.1 -0.082
H -1.8757 -1.3235 -0.8515 0.1 0.0 0.1 0.398
H -0.4104 0.0165 1.5770 -0.1 0.0 -0.2 0.245
H -1.8622 1.0170 1.0931 0.1 0.0 0.0 0.218
H 1.0327 -2.0768 0.4819 -0.1 -0.3 0.0 0.097
```
Positions in Å, forces in eV/Å.

Calculated total energy, Ha: -306.3393
Multiplicity: 1
Charge: 0



# 5
Computed, not measured: an isolated molecule of C5H4Cl2N4O3 in a non-equilibrium geometry, with ωB97M-V/def2-TZVPD.

```
18
Properties=species:S:1:pos:R:3:forces:R:3:mulliken_charge:R:1
O 1.6041 3.3564 -0.2979 1.8 2.8 0.6 -0.356
C 1.1082 2.4332 -0.7180 -1.1 -1.0 0.0 0.514
N 0.4944 1.4302 -0.9031 -0.6 -1.3 0.5 -0.082
C -0.0097 0.6854 -1.9267 -0.2 0.3 -1.6 0.315
O -0.2086 1.1124 -3.0353 0.2 0.5 -0.7 -0.615
N -0.3137 -0.5865 -1.6354 -0.2 -2.7 1.1 -0.174
C -0.2684 -1.1702 -0.2553 1.0 -1.4 -2.1 -0.281
N 1.1062 -0.9425 0.3463 -1.4 -1.2 1.1 -0.307
C 0.9459 -0.3138 1.6041 1.5 1.9 -0.1 0.316
O 1.8446 0.0260 2.3425 -0.7 -0.8 -0.2 -0.590
N -0.3526 0.0788 1.6839 -3.3 0.8 -0.5 0.052
Cl -1.1429 1.1137 2.8110 1.2 -0.6 -0.4 -0.009
C -1.2381 -0.4700 0.6787 -0.5 0.4 0.3 -0.012
Cl -2.2773 -1.7472 1.4966 -0.1 0.4 -0.3 -0.195
H -0.4044 -1.2162 -2.4651 -0.1 1.0 1.4 0.276
H -0.6212 -2.2818 -0.3800 1.1 2.1 0.3 0.471
H 1.6981 -1.7440 0.5632 -0.2 -0.2 -0.8 0.315
H -1.9649 0.2363 0.0904 1.5 -1.1 1.6 0.363
```
Positions in Å, forces in eV/Å.

Calculated total energy, Ha: -1558.0586
Multiplicity: 1
Charge: 0



# 6
Computed, not measured: an isolated molecule of C3H7N3 in a non-equilibrium geometry, with ωB97M-V/def2-TZVPD.

```
13
Properties=species:S:1:pos:R:3:forces:R:3:mulliken_charge:R:1
C -1.9872 -1.1098 -0.0136 -3.0 -2.0 -0.4 -0.557
C -1.2752 -0.2582 0.4252 -1.0 -1.4 -0.6 0.181
N -0.4184 0.6943 0.5947 2.8 1.6 0.5 -0.020
N -0.4054 1.6428 -0.3924 0.7 -0.7 -2.5 -0.451
N 0.9468 0.3171 0.7908 1.2 -2.2 3.6 -0.392
C 1.4425 -0.6584 -0.2018 0.4 0.6 1.3 -0.776
H -2.9028 -1.7273 -0.1775 1.6 0.8 0.3 0.350
H -0.5016 1.3105 -1.3907 -0.2 0.5 1.8 0.254
H -0.8669 2.4455 -0.1177 -1.2 1.7 0.1 0.206
H 1.0315 -0.1829 1.7732 -0.6 1.5 -2.4 0.285
H 1.8100 -0.0959 -1.0130 -0.7 0.7 -1.9 0.267
H 2.4591 -0.9630 0.1053 -0.8 -0.8 0.7 0.354
H 0.6676 -1.4146 -0.3825 0.8 -0.2 -0.4 0.299
```
Positions in Å, forces in eV/Å.

Calculated total energy, Ha: -282.5870
Multiplicity: 1
Charge: 0



Asked for ΔE to the lowest compared entry with this formula, charge and spin across the records above, the calculation gives 1.491; 4.651; 2.562; 4.543; 1.663; 5.095 eV in order.